(1)
Molecular formula: C66H78N3O9P2S2
Method: DFT, the ωB97M-V functional and the def2-TZVPD basis

Geometry as XYZ:
```
160
Properties=species:S:1:pos:R:3:mulliken_charge:R:1
C -1.79619 -3.48057 3.34640 -1.45
C -2.48801 -3.64697 1.99332 0.10
C -1.93772 -2.67753 0.94661 0.68
C -2.36276 -2.99152 -0.50150 -0.24
C -1.21691 -3.34325 -1.47258 -0.02
C -1.16918 -2.43752 -2.70336 -0.59
C -0.06275 -2.78699 -3.71399 -1.08
C 0.68192 -1.60638 -4.37632 -0.64
C 2.20215 -1.53885 -4.15036 -1.41
C 2.64200 -0.74006 -2.92938 -0.46
C 2.26299 -1.37232 -1.58914 -0.88
C 2.73142 -0.54254 -0.37447 1.02
C 3.34668 -1.45311 0.71906 1.43
C 2.66660 -2.83682 0.90563 -1.01
N 3.27213 -3.89182 0.10299 -0.58
C 3.32068 -0.78082 2.08795 -2.38
N 3.46644 0.72252 1.97427 0.12
P 5.15882 1.11254 1.29722 0.18
N 5.26504 1.49565 -0.18065 -0.58
C 2.16145 1.33679 1.35900 2.06
C 2.49795 2.71053 0.74460 -2.11
C 3.45155 3.65495 1.50965 -1.60
C 2.99218 5.10684 1.45375 -0.95
S 3.82052 6.15239 2.61387 1.24
O 3.50399 7.50422 2.30057 -0.64
O 3.67895 5.57313 3.92347 -0.62
O 5.34214 5.90751 2.17797 -0.38
C 1.11811 1.32736 2.53358 -1.59
C 0.93619 2.42848 3.60195 1.09
C 0.43592 1.74018 4.87756 -1.78
C -0.07395 3.51555 3.18945 -1.66
C 1.63887 0.33285 0.27868 0.09
P 0.46632 1.14347 -0.88570 0.34
S -1.20773 1.73612 -0.09244 -0.33
H -2.38311 -3.90389 4.16327 0.40
H -0.82026 -3.97629 3.35370 0.36
H -1.63753 -2.42240 3.57172 0.24
H -2.36458 -4.67397 1.63326 0.47
H -3.56508 -3.48998 2.10270 -0.17
H -0.84054 -2.68514 1.01828 -0.73
H -2.24588 -1.66259 1.21822 0.19
H -2.90999 -2.14121 -0.91843 0.24
H -3.08014 -3.81626 -0.46998 -0.12
H -1.30548 -4.38176 -1.80962 0.53
H -0.25102 -3.28572 -0.94889 -0.40
H -1.06978 -1.39349 -2.37081 0.11
H -2.14580 -2.49373 -3.19251 0.79
H -0.51024 -3.37867 -4.51664 0.62
H 0.65881 -3.45687 -3.22936 0.40
H 0.51896 -1.65846 -5.45514 0.46
H 0.22268 -0.65790 -4.06662 0.34
H 2.59753 -2.55869 -4.07105 0.44
H 2.67593 -1.09357 -5.02815 0.43
H 2.23827 0.27782 -3.01484 0.35
H 3.73392 -0.63949 -2.94289 0.41
H 1.18592 -1.57008 -1.54309 -0.86
H 2.75998 -2.34220 -1.55253 0.79
H 3.50848 0.12153 -0.75873 -0.08
H 4.38330 -1.66326 0.43367 0.43
H 2.72725 -3.10902 1.96472 0.66
H 1.60001 -2.73448 0.68054 0.09
H 2.62487 -4.30988 -0.55074 0.18
H 3.63916 -4.63788 0.67584 0.29
H 2.38426 -0.95874 2.61195 0.39
H 4.12876 -1.14396 2.72668 0.32
H 3.46821 1.08632 2.93117 0.65
H 5.57800 1.96498 2.32661 0.14
H 5.67642 -0.13164 1.64169 0.14
H 5.56766 2.44082 -0.38865 0.30
H 2.93417 2.54707 -0.24170 0.99
H 1.53225 3.19834 0.58700 0.84
H 3.58469 3.36305 2.55252 0.67
H 4.43997 3.62074 1.04509 0.48
H 3.19130 5.54556 0.47240 0.41
H 1.93447 5.22598 1.67251 0.39
H 5.78354 5.38374 2.86263 0.33
H 1.32185 0.40296 3.08460 -0.10
H 0.14307 1.16320 2.06899 0.34
H 1.88601 2.89310 3.87808 0.01
H -0.48785 1.18737 4.67859 0.41
H 0.21334 2.48027 5.64780 0.47
H 1.16952 1.03500 5.27695 0.40
H 0.20337 4.49307 3.58400 0.31
H -1.05564 3.28595 3.61246 0.48
H -0.22096 3.58618 2.11101 0.33
H 0.94080 -0.34703 0.79127 0.38
H 1.19892 2.11916 -1.57183 0.06
H 0.31695 0.18197 -1.88100 -0.24
C 12.10199 5.53469 -2.93019 -0.50
C 13.04392 6.52545 -2.67708 -0.49
C 12.78377 7.50999 -1.73886 -0.58
C 11.57615 7.51205 -1.05243 0.21
C 10.62622 6.52125 -1.31142 0.18
C 10.89672 5.53167 -2.24933 -0.55
C 9.31582 6.50641 -0.60366 0.57
O 8.50052 5.62487 -0.79545 -0.70
C 9.04474 7.60939 0.36279 0.23
C 7.81051 7.64723 0.99775 -0.66
C 7.53142 8.64167 1.91922 -0.39
C 8.49172 9.60583 2.20956 -0.63
C 9.72293 9.57708 1.57536 -0.60
C 10.00356 8.58121 0.64750 0.27
C 11.33093 8.57830 -0.03589 0.59
O 12.17286 9.40797 0.22306 -0.65
H 12.31010 4.76554 -3.66207 0.40
H 13.98311 6.52842 -3.21402 0.41
H 13.50505 8.28617 -1.52352 0.48
H 10.14986 4.77229 -2.43502 0.45
H 7.07636 6.89834 0.74291 0.62
H 6.56263 8.67541 2.40095 0.41
H 8.27466 10.38594 2.92714 0.41
H 10.47993 10.32064 1.78359 0.49
C -10.19145 -4.01224 3.07372 -0.65
C -9.01864 -4.47112 3.66174 -0.57
C -7.80864 -3.86629 3.36579 -0.73
C -7.76474 -2.80223 2.47411 0.45
C -8.94215 -2.34657 1.87552 0.50
C -10.15413 -2.95253 2.18335 -0.65
C -8.92531 -1.23160 0.88602 0.39
O -9.94377 -0.84564 0.35039 -0.69
C -7.60615 -0.62730 0.54595 0.74
C -7.54928 0.37379 -0.41791 -0.72
C -6.32832 0.92315 -0.77405 -0.86
C -5.16246 0.47260 -0.16510 -0.21
C -5.21787 -0.51539 0.80141 -1.25
C -6.43566 -1.07304 1.15991 0.43
C -6.44988 -2.17027 2.17050 0.71
O -5.42926 -2.53464 2.71565 -0.76
H -11.13605 -4.48319 3.31106 0.41
H -9.05053 -5.30284 4.35297 0.42
H -6.88584 -4.20714 3.81443 0.50
H -11.05749 -2.58071 1.71967 0.49
H -8.46913 0.69888 -0.88420 0.51
H -6.28282 1.69134 -1.53453 0.42
H -4.19691 0.86770 -0.45085 0.42
H -4.32101 -0.88202 1.28225 0.67
C -11.00068 -4.06357 -2.41420 -0.98
C -10.18230 -3.42692 -1.48682 -0.20
C -8.83863 -3.75229 -1.41918 0.30
C -8.30574 -4.71414 -2.26608 -0.49
C -9.13055 -5.35920 -3.18909 0.47
C -10.47813 -5.02671 -3.26206 -0.63
C -8.59440 -6.41240 -4.09770 0.58
O -9.29993 -6.96684 -4.91084 -0.67
C -7.14769 -6.76383 -3.96396 0.42
C -6.62802 -7.77070 -4.76835 -0.68
C -5.29044 -8.11333 -4.66985 -0.47
C -4.46406 -7.44939 -3.76975 -0.65
C -4.97639 -6.44560 -2.96605 -0.46
C -6.31970 -6.10035 -3.05727 -0.02
C -6.85137 -5.02611 -2.16826 0.40
O -6.12690 -4.43246 -1.39621 -0.72
H -12.05000 -3.80618 -2.47417 0.41
H -10.58499 -2.68133 -0.81501 0.41
H -8.17507 -3.27319 -0.71174 0.43
H -11.09906 -5.53440 -3.98732 0.50
H -7.28752 -8.27220 -5.46310 0.49
H -4.88890 -8.90056 -5.29413 0.39
H -3.41882 -7.72001 -3.69564 0.42
H -4.35320 -5.91876 -2.25623 0.67
```

As for the frontier orbital gap: 8.030 eV. The LUMO energy comes out at -2.80 eV. Its charge is +1. The value obtained for the HOMO energy is -10.8 eV. The value obtained for the largest force on an atom is 0.6 eV Å⁻¹.

---

(2)
Molecular formula: C66H81N2O19PS
Method: DFT, the ωB97M-V functional and the def2-TZVPD basis

Geometry as XYZ:
```
170
Properties=species:S:1:pos:R:3:mulliken_charge:R:1
C 7.82876 2.13716 4.81786 -1.05
C 7.64307 3.36480 5.70807 -0.66
C 6.33157 4.09513 5.33842 0.36
C 6.50840 5.60637 5.10832 -1.27
C 6.37798 5.95802 3.63180 -0.87
C 4.90257 6.00902 3.21467 1.89
C 4.56525 7.14092 2.26180 -1.73
C 3.19491 6.95159 1.59411 -0.49
C 3.29636 5.79244 0.58851 -1.12
C 2.44310 4.55634 0.89698 1.91
C 0.97331 4.77443 0.47403 -1.74
C -0.10690 4.47453 1.54278 -0.38
C 0.04321 3.07178 2.16235 -0.42
C 0.07414 2.83361 3.70065 1.13
C -1.28099 2.28105 4.12778 -1.76
C -2.48034 3.16616 3.69348 -0.59
C -3.43123 3.51696 4.86114 -0.84
C -4.88111 3.16648 4.59255 -0.79
O -5.52901 4.19878 3.86752 -0.33
C -6.70026 4.66817 4.49164 -0.80
O 1.17875 1.95696 3.91178 0.26
C 1.03360 0.85320 4.78827 -0.52
C 2.41813 0.26504 4.93088 -1.37
N 2.77046 -0.44793 3.67382 -0.17
C 3.81058 0.28734 2.92873 -0.11
C 3.86230 -0.17009 1.43482 0.01
O 3.26408 -1.45085 1.27715 -0.47
C 3.07905 0.84092 0.55905 0.09
N 1.79875 0.35417 0.06784 -0.60
P 0.41996 4.26711 4.83154 0.51
O -0.72350 5.39217 4.76610 -0.53
O 1.72856 5.06553 4.35031 -0.32
S 0.64253 3.73068 6.68450 -0.47
H 6.98897 1.45702 4.91782 0.17
H 8.74979 1.60387 5.03264 0.48
H 7.86041 2.46955 3.78259 0.17
H 8.49656 4.01115 5.52888 0.37
H 7.62351 3.05296 6.74558 0.35
H 5.94882 3.62745 4.43464 -0.43
H 5.63306 3.90563 6.14507 0.52
H 5.73829 6.10474 5.68994 0.48
H 7.45675 5.93401 5.52503 0.45
H 6.84274 5.13064 3.09581 0.11
H 6.92099 6.86186 3.37281 0.53
H 4.30481 6.12419 4.11076 0.27
H 4.63738 5.08085 2.71130 -1.11
H 5.30323 7.13733 1.46137 0.38
H 4.62587 8.11428 2.74269 0.47
H 2.39325 6.82115 2.31009 0.30
H 3.00933 7.86642 1.03904 0.30
H 4.32846 5.48243 0.46015 -0.15
H 2.98401 6.15642 -0.38614 0.84
H 2.56835 4.19021 1.90799 -0.56
H 2.83569 3.77503 0.24957 -0.24
H 0.86697 5.83456 0.25601 0.55
H 0.73858 4.25999 -0.45030 0.37
H -0.14971 5.31595 2.22482 0.21
H -1.04202 4.50114 0.99173 0.35
H -0.76646 2.45273 1.79549 0.72
H 0.93627 2.63018 1.74105 -0.59
H -1.35692 2.17527 5.20077 0.73
H -1.45073 1.30546 3.69153 0.39
H -2.16990 4.09795 3.24557 0.18
H -3.07372 2.61073 2.97838 0.74
H -3.42163 4.59496 4.97732 0.21
H -3.10438 3.11085 5.81326 0.61
H -4.98875 2.19444 4.10928 0.39
H -5.36351 3.09059 5.56724 0.47
H -6.49912 5.16227 5.44434 0.33
H -7.16665 5.38359 3.82900 0.25
H -7.39442 3.84445 4.65987 0.33
H 0.68065 1.11244 5.78258 0.37
H 0.42707 0.06119 4.36215 0.30
H 2.41605 -0.43980 5.75503 0.58
H 3.13061 1.05763 5.14026 0.27
H 3.21071 -1.31433 3.95706 0.30
H 3.60648 1.34620 2.98535 -0.37
H 4.79766 0.13473 3.38107 0.41
H 4.89029 -0.26223 1.09174 0.58
H 3.83121 -2.10126 1.71552 0.36
H 3.70011 1.14979 -0.27623 0.29
H 2.85958 1.73721 1.12512 -0.75
H 1.21743 0.11504 0.86130 0.27
H 1.93175 -0.45685 -0.52004 0.27
H -0.45136 6.14040 4.20726 0.39
H 2.41651 4.39494 4.18325 0.12
O 3.64364 -3.53594 -3.10239 -0.57
C 2.77524 -4.09699 -2.46914 0.16
C 2.47368 -3.71207 -1.06636 -0.44
C 1.51925 -4.32672 -0.37239 -0.22
C 0.72065 -5.42192 -0.97118 0.41
O -0.15617 -5.98720 -0.34505 -0.64
C 1.01929 -5.80456 -2.36845 -0.02
C 1.96858 -5.19084 -3.06630 -0.51
H 3.06555 -2.90856 -0.64445 0.58
H 1.28287 -4.05875 0.65006 0.50
H 0.42357 -6.60270 -2.78778 0.22
H 2.19617 -5.45900 -4.09072 0.53
O 5.40263 3.11079 1.27662 -0.02
C 6.28599 2.73377 0.53515 -0.02
C 7.12014 1.55569 0.87547 -0.31
C 8.09001 1.14068 0.06511 -0.50
C 8.37608 1.83891 -1.21399 0.15
O 9.25818 1.46025 -1.95222 -0.56
C 7.53991 3.01816 -1.55271 -0.47
C 6.57037 3.43241 -0.74142 -0.43
H 6.89513 1.06214 1.81332 0.66
H 8.71172 0.28449 0.29407 0.49
H 7.76470 3.51336 -2.48860 0.47
H 5.94833 4.28902 -0.96984 0.47
O -6.36120 -5.09988 -1.30763 -0.52
C -5.29768 -4.55124 -1.50493 0.32
C -4.03348 -5.08643 -0.93820 -0.32
C -2.87172 -4.47548 -1.15832 -0.28
C -2.79122 -3.24613 -1.97741 0.40
O -1.72406 -2.70120 -2.18355 -0.49
C -4.05209 -2.70876 -2.54691 -0.47
C -5.21515 -3.31566 -2.32633 -0.42
H -4.11203 -5.98981 -0.34803 0.52
H -1.93219 -4.84073 -0.76530 0.33
H -3.97069 -1.80916 -3.14623 0.46
H -6.14807 -2.94441 -2.73151 0.47
O 0.62351 -3.03103 -7.88891 -0.56
C -0.37334 -2.56549 -7.38188 0.32
C -0.36215 -2.04110 -5.99289 -0.47
C -1.46082 -1.53327 -5.43989 -0.30
C -2.73789 -1.47268 -6.18691 0.49
O -3.74370 -1.01155 -5.68159 -0.58
C -2.75412 -1.99528 -7.57494 -0.33
C -1.65594 -2.50122 -8.12941 -0.45
H 0.58089 -2.09771 -5.46398 0.51
H -1.47673 -1.14940 -4.42714 0.45
H -3.70054 -1.94141 -8.10112 0.50
H -1.64247 -2.88820 -9.14044 0.45
O -7.46668 3.83909 -6.26666 -0.54
C -7.29039 2.77889 -6.82735 0.33
C -8.31386 2.21501 -7.74420 -0.42
C -8.12311 1.05105 -8.35921 -0.42
C -6.87834 0.26955 -8.15499 0.41
O -6.70128 -0.79110 -8.71817 -0.55
C -5.85655 0.83116 -7.23983 0.12
C -6.04696 1.99544 -6.62488 -0.37
H -9.21328 2.80212 -7.87912 0.41
H -8.85589 0.62203 -9.03085 0.41
H -4.96021 0.24233 -7.10341 0.17
H -5.31350 2.42305 -5.95317 0.43
O -10.08226 -10.43469 0.42923 -0.55
C -9.02349 -9.87915 0.22914 0.33
C -7.75841 -10.41231 0.79415 -0.39
C -6.59631 -9.80337 0.57724 -0.33
C -6.51494 -8.56671 -0.23971 0.31
O -5.45156 -8.01752 -0.43720 -0.45
C -7.77958 -8.03141 -0.80481 -0.19
C -8.94125 -8.64331 -0.58663 -0.41
H -7.83935 -11.31527 1.38579 0.40
H -5.66256 -10.17514 0.97996 0.42
H -7.69987 -7.12777 -1.39410 0.43
H -9.87521 -8.27249 -0.98892 0.42
O 0.25315 -7.11671 -5.35839 -0.57
C -0.89272 -7.51797 -5.36849 0.44
C -1.78055 -7.26385 -6.52929 -0.42
C -3.03931 -7.69436 -6.54224 -0.37
C -3.60824 -8.44813 -5.39652 0.36
O -4.75401 -8.84084 -5.40943 -0.56
C -2.71926 -8.70290 -4.23498 -0.47
C -1.46050 -8.27295 -4.22326 -0.20
H -1.34644 -6.71221 -7.35379 0.48
H -3.70412 -7.51879 -7.37835 0.43
H -3.15264 -9.25249 -3.40904 0.44
H -0.79804 -8.45078 -3.38552 0.44
```

As for the frontier orbital gap: 6.750 eV. The LUMO energy comes out at -1.79 eV. Its structure (SMILES) is CCCCCCCCCCCCC[C@@](CCCCOC)(OCCNC[C@@H](O)CN)P(O)(O)=S.O=C1C=CC(=O)C=C1.O=C1C=CC(=O)C=C1.O=C1C=CC(=O)C=C1.O=C1C=CC(=O)C=C1.O=C1C=CC(=O)C=C1.O=C1C=CC(=O)C=C1.O=C1C=CC(=O)C=C1. The value obtained for the HOMO energy is -8.5 eV. The value obtained for the largest force on an atom is 2.1 eV Å⁻¹.